ORCA calculation (ωB97M-V/def2-TZVPD) on C9H12F3NO3PSSn as an isolated structure.

The value obtained for the frontier orbital gap is 0.2727 hartree. The calculation puts the strongest force on any atom at 2.5 eV/Å. Its HOMO energy is -12.587 eV. Its energy above the lowest of the compared OMol25 structures with the same formula, charge and spin is 0.0 kcal per mole. Its total charge is +1. The electronic energy is -51263.109 eV.

Each line ends with the Löwdin charge.
Cartesian coordinates (Å):
Sn: -12.651 -6.004 -5.431  1.201
F: -18.097 -9.627 -5.659  0.106
C: -16.748 -9.347 -5.488  -0.483
F: -16.029 -10.177 -6.354  0.098
F: -16.407 -9.655 -4.194  0.118
C: -16.555 -7.882 -5.791  -0.094
C: -17.602 -7.039 -6.126  0.038
C: -17.350 -5.702 -6.383  -0.031
C: -16.073 -5.207 -6.345  -0.090
N: -14.993 -5.993 -6.069  -0.147
C: -15.239 -7.301 -5.745  -0.654
S: -13.803 -8.208 -5.262  0.592
H: -18.628 -7.394 -6.115  0.140
H: -18.153 -5.018 -6.617  0.123
H: -15.853 -4.174 -6.538  0.122
C: -8.065 -8.161 -3.506  -0.097
O: -8.125 -7.055 -4.481  -0.356
P: -9.636 -6.458 -4.713  0.732
O: -10.146 -7.437 -5.941  -0.488
C: -9.255 -7.459 -7.086  -0.101
O: -9.287 -5.160 -5.683  -0.399
C: -9.418 -3.846 -5.081  -0.128
H: -7.001 -8.341 -3.339  0.090
H: -8.566 -9.081 -3.918  0.101
H: -8.531 -7.879 -2.550  0.079
H: -9.387 -8.454 -7.568  0.108
H: -8.215 -7.331 -6.744  0.089
H: -9.550 -6.665 -7.788  0.091
H: -9.349 -3.115 -5.894  0.096
H: -8.631 -3.662 -4.332  0.095
H: -10.394 -3.737 -4.577  0.050

ORCA calculation (ωB97M-V/def2-TZVPD) on C9H12FNO2 as an isolated structure.

The value obtained for the frontier orbital gap is 0.3379 hartree. The calculation puts the strongest force on any atom at 6.5 eV/Å. Its HOMO energy is -8.541 eV. Its energy above the lowest of the compared OMol25 structures with the same formula, charge and spin is 105.8 kcal per mole. The electronic energy is -17825.229 eV.

Each line ends with the Löwdin charge.
Cartesian coordinates (Å):
C: 3.951 -0.472 -0.463  -0.178
C: 1.919 0.307 0.201  -0.185
C: 0.895 -1.041 0.186  -0.310
C: -0.476 -0.434 0.359  -0.139
C: -1.345 -0.694 1.338  -0.041
C: -2.508 0.043 1.601  -0.076
C: -2.943 0.864 0.586  0.011
C: -2.198 0.878 -0.691  -0.299
C: -1.043 0.266 -0.687  -0.153
H: 3.685 -1.629 -0.635  0.106
H: 5.178 -0.240 0.065  0.166
H: 3.599 0.123 -1.492  0.120
H: 3.627 0.762 1.138  0.115
H: 1.690 1.153 0.893  0.128
H: 1.776 0.771 -0.853  0.125
H: 1.088 -1.400 -0.788  0.122
H: 2.142 -1.708 1.345  0.143
H: -0.824 -1.266 2.112  0.125
H: -3.132 -0.231 2.316  0.056
H: -4.086 1.110 0.729  0.144
H: -3.088 2.361 -1.715  0.156
N: 3.211 -0.060 0.671  -0.220
O: 1.254 -2.119 0.960  -0.035
O: -2.317 1.746 -1.652  0.087
F: -0.349 0.589 -1.874  0.032

ORCA calculation (ωB97M-V/def2-TZVPD) on an isolated ion of composition C9H12N and charge +1.

The value obtained for the frontier orbital gap is 0.3520 hartree. The calculation puts the strongest force on any atom at 3.4 eV/Å. Its HOMO energy is -14.050 eV. Its energy above the lowest of the compared OMol25 structures with the same formula, charge and spin is 97.9 kcal per mole. Its total charge is +1. The electronic energy is -11005.617 eV.

Each line ends with the Löwdin charge.
Cartesian coordinates (Å):
C: 1.776 0.431 -0.911  0.129
C: 1.007 -0.398 -1.579  -0.158
C: -0.372 1.404 0.492  -0.129
C: 0.598 -1.611 -2.203  -0.012
C: -0.555 -1.179 0.126  -0.045
C: -0.367 -0.870 -1.304  -0.230
C: 0.043 0.062 0.994  -0.297
C: -1.505 2.220 0.257  0.036
C: 0.617 -0.206 2.323  -0.001
N: 0.820 1.053 0.160  0.164
H: 2.823 0.717 -0.792  0.130
H: 0.388 -1.653 -3.274  0.129
H: 0.863 -2.667 -1.862  0.155
H: -1.688 -1.263 0.356  0.153
H: -0.292 -2.222 0.435  0.141
H: -1.172 -0.461 -1.792  0.125
H: -1.379 2.933 -0.660  0.153
H: -1.656 3.012 1.029  0.130
H: -2.295 1.451 0.314  0.124
H: 1.551 0.372 2.301  0.102
H: 0.834 -1.269 2.438  0.093
H: -0.037 0.144 3.151  0.109

ORCA calculation (ωB97M-V/def2-TZVPD) on one molecule with the formula C9H12N2O.

The value obtained for the frontier orbital gap is 0.3453 hartree. The calculation puts the strongest force on any atom at 6.3 eV/Å. Its HOMO energy is -8.585 eV. Its energy above the lowest of the compared OMol25 structures with the same formula, charge and spin is 49.9 kcal per mole. The electronic energy is -14553.516 eV.

Each line ends with the Löwdin charge.
Cartesian coordinates (Å):
C: -3.310 0.306 0.258  -0.067
C: -2.264 1.219 0.538  -0.018
C: -2.690 -0.738 -0.370  -0.095
C: -1.119 0.750 -0.010  -0.193
C: 0.162 1.451 0.023  -0.337
C: -0.352 -1.236 -1.062  -0.022
C: 1.302 -0.781 -0.300  -0.230
C: 1.249 -1.365 1.085  -0.049
C: 2.585 1.261 -0.270  -0.053
N: -1.356 -0.502 -0.451  -0.115
N: 1.278 0.641 -0.341  -0.115
O: 0.242 2.669 0.220  0.058
H: -4.332 0.277 0.702  0.112
H: -2.123 2.083 1.079  0.092
H: -3.147 -1.683 -0.949  0.169
H: -0.185 -1.023 -2.140  0.124
H: -0.538 -2.219 -0.766  0.086
H: 2.038 -1.034 -1.016  0.119
H: 0.417 -0.849 1.623  0.103
H: 2.154 -1.010 1.500  0.048
H: 1.115 -2.458 1.252  0.097
H: 3.189 0.714 0.569  0.115
H: 3.188 1.211 -1.192  0.088
H: 2.498 2.316 0.017  0.083

ORCA calculation (ωB97M-V/def2-TZVPD) on a 2-piece molecular cluster, C9H12N2O2S overall.

The value obtained for the frontier orbital gap is 0.3342 hartree. The calculation puts the strongest force on any atom at 3.7 eV/Å. Its HOMO energy is -8.529 eV. Its energy above the lowest of the compared OMol25 structures with the same formula, charge and spin is 120.4 kcal per mole. The electronic energy is -27432.958 eV.

Each line ends with the Löwdin charge.
Cartesian coordinates (Å):
C: 1.604 3.105 -0.151  -0.097
C: 0.387 3.513 0.409  -0.069
C: 1.695 1.925 -0.809  -0.113
C: -0.689 2.690 0.378  -0.065
C: 0.611 1.090 -0.917  -0.067
C: -0.561 1.470 -0.287  -0.282
C: -0.961 -1.336 1.162  -0.151
C: 0.177 -2.562 -0.071  -0.318
C: 1.094 -3.397 0.758  -0.096
N: -2.120 -0.423 1.025  -0.205
N: 0.002 -2.508 -1.278  0.078
O: -3.174 1.366 -0.175  -0.298
O: -2.025 -0.287 -1.567  -0.128
S: -2.014 0.502 -0.178  0.695
H: 2.514 3.744 -0.161  0.119
H: 0.354 4.528 0.983  0.146
H: 2.700 1.634 -1.298  0.140
H: -1.632 2.948 0.671  0.083
H: 0.593 0.286 -1.722  0.135
H: -1.290 -2.242 1.712  0.063
H: -0.123 -0.897 1.728  0.069
H: 1.895 -2.895 1.442  0.108
H: 1.792 -4.131 0.219  0.098
H: 0.487 -3.831 1.546  0.059
H: 0.509 -3.123 -1.972  0.097
H: -1.824 -1.170 -1.446  -0.001

ORCA calculation (ωB97M-V/def2-TZVPD) on a 3-piece molecular cluster, C9H12N2O3S overall.

The value obtained for the frontier orbital gap is 0.3033 hartree. The calculation puts the strongest force on any atom at 6.7 eV/Å. Its HOMO energy is -8.345 eV. Its energy above the lowest of the compared OMol25 structures with the same formula, charge and spin is 86.4 kcal per mole. The electronic energy is -29483.090 eV.

Each line ends with the Löwdin charge.
Cartesian coordinates (Å):
C: -1.830 -1.116 0.952  0.004
C: -1.437 -0.427 2.109  -0.031
C: -1.341 -0.694 -0.315  -0.352
C: -3.134 -0.872 -1.742  -0.270
C: -2.944 3.090 0.401  -0.462
C: -0.649 0.720 2.015  -0.205
C: -0.138 1.185 0.907  -0.511
C: 1.498 2.378 -1.009  -0.365
C: -1.803 -1.471 -1.542  -0.099
N: -0.589 0.340 -0.602  0.163
N: 4.334 -2.028 0.825  0.011
O: -2.750 2.814 1.486  0.215
O: -4.173 -1.480 -1.607  0.062
O: -3.047 3.438 -0.675  0.227
S: 0.832 2.579 0.738  0.871
H: -2.442 -1.912 0.966  0.074
H: -2.001 -0.591 2.958  0.089
H: -3.092 0.196 -1.971  0.125
H: -0.515 1.256 2.983  0.131
H: 1.491 3.371 -1.588  0.052
H: 0.745 1.646 -1.514  0.031
H: 2.533 1.903 -0.981  0.042
H: -1.071 -1.260 -2.243  0.096
H: -1.883 -2.516 -1.543  0.113
H: 5.001 -2.808 0.717  0.020
H: 4.483 -1.525 1.682  -0.001
H: 4.557 -1.428 0.080  -0.028

ORCA calculation (ωB97M-V/def2-TZVPD) on C9H12N2O5Pm as an isolated structure.

The value obtained for the frontier orbital gap (alpha / beta) is 0.1838 / 0.2050 hartree. The calculation puts the strongest force on any atom at 7.7 eV/Å. The multiplicity is 5. Its HOMO energy (alpha / beta) is -19.091 / -19.093 eV. Its energy above the lowest of the compared OMol25 structures with the same formula, charge and spin is 12.7 kcal per mole. Its total charge is +3. The electronic energy is -39268.132 eV.

Each line ends with the Löwdin charge.
Cartesian coordinates (Å):
Pm: -0.190 -0.924 -2.109  1.727
O: -0.952 3.035 -4.019  0.162
C: -0.855 2.103 -3.366  0.040
C: 1.789 -1.535 -3.391  -0.011
O: 2.650 -1.749 -4.135  0.251
C: -2.025 -2.263 -3.168  0.000
O: -2.839 -2.834 -3.752  0.237
C: -0.255 -0.377 -4.576  -0.108
O: -0.193 -0.193 -5.721  0.238
C: -2.070 -0.038 0.361  -0.023
N: -1.049 0.157 1.407  -0.086
C: -1.515 0.393 2.773  0.005
C: 0.242 0.101 1.022  -0.381
O: 0.450 -0.162 -0.237  -0.279
N: 1.347 0.292 1.760  -0.069
C: 1.485 0.468 3.213  0.019
C: 2.604 0.228 1.017  -0.002
H: -3.047 0.111 0.828  0.124
H: -2.045 -1.071 -0.044  0.076
H: -1.957 0.706 -0.450  0.086
H: -1.157 -0.390 3.458  0.120
H: -1.212 1.388 3.130  0.121
H: -2.607 0.356 2.752  0.109
H: 1.956 -0.422 3.667  0.130
H: 2.137 1.334 3.409  0.126
H: 0.520 0.640 3.689  0.064
H: 2.712 -0.732 0.499  0.098
H: 2.648 1.021 0.262  0.110
H: 3.430 0.355 1.721  0.120

ORCA calculation (ωB97M-V/def2-TZVPD) on an isolated ion of composition C9H12N3S and charge +1.

The value obtained for the frontier orbital gap is 0.3373 hartree. The calculation puts the strongest force on any atom at 5.2 eV/Å. Its HOMO energy is -12.663 eV. Its energy above the lowest of the compared OMol25 structures with the same formula, charge and spin is 44.8 kcal per mole. Its total charge is +1. The electronic energy is -24824.350 eV.

Each line ends with the Löwdin charge.
Cartesian coordinates (Å):
C: 2.485 -0.768 0.219  -0.005
C: -2.743 1.408 -0.428  -0.129
C: 3.409 -0.371 -0.841  -0.079
C: -3.287 0.528 -1.268  -0.362
C: -1.550 0.922 0.119  -0.288
C: 1.246 -0.592 -0.284  -0.259
C: -1.323 -0.421 -0.179  -0.423
C: -0.526 1.730 0.954  0.004
C: -0.043 -1.245 0.055  -0.231
N: 2.692 0.157 -1.760  0.034
N: 1.465 0.032 -1.499  0.036
N: 0.175 -1.456 1.489  0.233
S: -2.568 -1.066 -1.292  1.057
H: 2.710 -1.348 1.119  0.111
H: -3.127 2.394 -0.182  0.133
H: 4.392 -0.245 -0.649  0.081
H: -4.138 0.706 -1.808  0.050
H: -0.459 1.179 1.822  0.030
H: 0.424 1.722 0.416  0.080
H: -0.875 2.780 1.161  0.116
H: -0.116 -2.092 -0.490  0.121
H: 0.862 0.411 -2.252  0.201
H: 1.043 -1.933 1.569  0.125
H: -0.558 -1.876 2.007  0.172
H: 0.410 -0.557 2.002  0.191

ORCA calculation (ωB97M-V/def2-TZVPD) on an isolated ion of composition C9H12N4 and charge +2.

The value obtained for the frontier orbital gap is 0.3222 hartree. The calculation puts the strongest force on any atom at 6.1 eV/Å. Its HOMO energy is -16.808 eV. Its energy above the lowest of the compared OMol25 structures with the same formula, charge and spin is 18.1 kcal per mole. Its total charge is +2. The electronic energy is -15467.267 eV.

Each line ends with the Löwdin charge.
Cartesian coordinates (Å):
C: -1.981 -1.932 -2.531  -0.031
C: -0.754 -1.264 -0.857  -0.079
C: 0.222 0.245 2.178  0.067
C: -0.136 -0.619 -2.460  -0.075
C: 0.746 1.052 -0.044  -0.092
C: 1.568 0.778 -1.345  -0.157
C: -0.567 -1.196 0.484  0.079
C: 0.492 -0.170 0.878  -0.262
C: -0.179 1.291 4.406  0.032
N: -1.775 -1.965 -1.319  0.107
N: -0.141 0.727 3.132  0.196
N: -0.986 -1.151 -3.230  0.162
N: 0.914 0.221 -2.497  0.091
H: -2.653 -2.451 -3.076  0.125
H: 1.375 1.754 0.565  0.153
H: -0.217 1.449 -0.388  0.142
H: 2.017 1.661 -1.639  0.106
H: 2.450 0.143 -0.926  0.170
H: -1.226 -1.657 1.294  0.180
H: 1.510 -0.816 0.930  0.231
H: -1.019 2.083 4.465  0.161
H: 0.696 1.806 4.528  0.091
H: -0.608 0.486 5.029  0.141
H: -1.293 -0.976 -4.231  0.230
H: 1.547 0.499 -3.343  0.234

ORCA calculation (ωB97M-V/def2-TZVPD) on an isolated ion of composition C9H12NO and charge +1.

The value obtained for the frontier orbital gap is 0.3329 hartree. The calculation puts the strongest force on any atom at 4.4 eV/Å. Its HOMO energy is -14.087 eV. Its energy above the lowest of the compared OMol25 structures with the same formula, charge and spin is 8.1 kcal per mole. Its total charge is +1. The electronic energy is -13057.170 eV.

Each line ends with the Löwdin charge.
Cartesian coordinates (Å):
C: -0.722 -0.436 -0.130  -0.204
C: 1.932 -0.801 0.038  -0.172
C: -3.187 -0.481 0.051  0.112
C: 1.950 0.691 0.153  -0.036
C: -2.042 -1.016 -0.357  -0.085
C: 0.721 1.511 -0.084  -0.212
C: 0.906 2.980 -0.157  -0.017
C: 0.160 -2.667 0.292  -0.031
C: -0.507 0.965 -0.221  0.030
N: 0.260 -1.235 0.156  0.037
O: 2.908 -1.508 -0.051  0.194
H: -4.124 -0.967 -0.159  0.085
H: -3.233 0.420 0.639  0.084
H: 2.775 1.076 -0.460  0.158
H: 2.267 0.883 1.190  0.173
H: -2.037 -1.957 -0.893  0.121
H: 1.333 3.257 -1.122  0.111
H: 1.588 3.339 0.609  0.102
H: -0.046 3.496 -0.058  0.096
H: -0.747 -2.957 0.819  0.105
H: 1.028 -3.018 0.853  0.101
H: 0.184 -3.156 -0.688  0.118
H: -1.369 1.582 -0.420  0.130

The highest energy above the lowest of the compared OMol25 structures with the same formula, charge and spin belongs to which entry? C9H12N2O2S